# 1
73
Properties=species:S:1:pos:R:3:forces:R:3:lowdin_charge:R:1 method="wB97M-V/def2-TZVPD" charge=0 homo_ev=-6.29 gap_ev=1.529 de_lowest_kj_mol=2091.7
H 2.410 7.842 4.410 0.1 0.0 0.0 0.12
O -0.293 -2.093 5.427 0.5 -0.6 -0.2 -0.18
H -2.066 -7.901 2.481 -0.4 -0.4 0.1 0.12
H 0.958 4.353 -5.367 -0.1 -0.2 0.3 0.12
H -2.238 -10.344 1.561 0.2 0.4 0.2 0.12
C 0.210 -2.568 6.618 -0.2 1.5 -1.5 -0.44
H 0.016 8.780 3.593 -0.6 -0.7 -0.7 0.12
O -0.518 6.670 3.891 -1.7 2.3 -0.3 0.05
H -9.033 -0.212 -2.618 -0.3 -0.2 0.2 0.05
O 4.032 0.133 0.171 -0.2 -0.2 0.3 0.13
H -1.693 -9.552 0.065 0.7 -0.5 0.5 0.12
H 6.589 -0.509 -2.493 -0.3 0.1 -0.2 0.11
H 0.849 -3.156 -4.735 -0.6 0.8 -0.3 0.09
H -7.758 -1.279 -2.001 0.1 0.1 0.1 0.06
O 5.224 1.624 -0.887 0.4 0.7 -1.8 0.06
C 0.124 4.864 -4.884 0.4 1.3 2.0 -0.04
H -0.821 -5.155 -5.373 0.0 0.7 0.2 0.06
H -1.288 -7.652 1.000 -0.3 0.3 -0.3 0.12
H 0.988 7.757 -3.451 -0.2 0.1 0.1 0.13
H 6.014 1.662 -2.887 -0.6 0.5 0.3 0.13
C 0.270 7.860 4.120 1.5 -0.9 0.6 -0.12
H 2.176 6.628 -3.859 0.1 -0.9 0.2 0.13
C 6.309 -0.393 -0.391 1.3 0.3 -1.5 -0.05
H 0.261 8.164 5.167 -0.5 -0.5 0.3 0.12
O -4.215 -8.223 0.216 -0.4 0.6 -0.6 0.03
H 0.593 -3.588 6.605 -0.1 -0.5 -0.2 0.10
C 6.289 1.516 -1.843 1.7 1.0 0.2 -0.16
H -4.482 -10.154 0.633 0.3 -0.3 0.3 0.12
C -8.016 -0.244 -2.225 -0.6 0.5 0.3 -0.10
O -0.306 3.872 -2.615 1.5 2.7 -2.6 0.06
C 1.244 -1.616 7.173 0.5 0.8 0.5 -0.11
C -7.886 0.717 -1.006 2.1 -0.9 -0.8 -0.43
H 1.503 -1.739 8.224 0.0 -0.4 0.1 0.06
C 0.628 -3.924 -3.994 -1.9 -1.1 1.0 -0.40
O -6.613 0.754 -0.496 -0.2 0.1 -0.2 -0.19
H -0.836 4.435 -5.173 0.2 0.3 -0.3 0.12
H 6.116 -1.457 -0.532 -0.1 0.2 0.7 0.13
C 0.125 -5.176 -4.831 0.7 -0.3 0.2 -0.10
C 0.207 5.592 3.685 -1.1 -3.5 0.5 -0.50
O -0.332 4.520 3.433 1.2 1.7 0.1 0.09
C 1.097 6.709 -3.733 0.5 3.1 0.0 -0.23
C -2.198 -8.086 1.415 -0.6 1.2 0.6 -0.07
H 2.353 5.286 3.496 -0.2 0.0 -0.1 0.14
H -0.654 6.873 -5.020 0.2 0.3 0.3 0.12
H 1.644 -4.186 -3.696 0.2 -0.2 0.8 0.08
O 0.509 5.945 -2.741 0.4 -1.2 0.2 0.05
C 6.941 0.158 -1.707 -0.7 -1.2 -0.2 -0.15
C 1.676 7.327 3.790 1.0 2.9 -0.1 -0.19
H -7.427 0.102 -3.074 0.4 0.1 0.3 0.06
C 5.068 0.442 -0.342 -1.5 -1.6 1.6 -0.55
H 0.958 -0.568 7.086 -0.6 -0.1 -0.1 0.07
H -8.217 1.717 -1.287 -0.4 0.4 0.0 0.10
H 6.913 -0.147 0.482 -0.1 -0.3 0.1 0.13
O -3.697 -6.133 1.051 0.0 -3.4 -0.5 0.07
H 0.892 6.634 -5.856 -0.1 0.4 0.0 0.12
C -2.377 -9.481 0.910 1.5 -1.2 -0.8 -0.18
O -0.251 -3.554 -2.948 1.7 -0.4 -1.9 -0.19
H -3.528 -9.978 -0.810 -0.3 0.6 -0.2 0.12
H 0.109 -6.094 -4.244 -0.2 0.2 0.6 0.05
C 1.623 5.885 4.041 0.7 -1.1 -0.3 -0.10
Y -2.108 -0.442 1.072 0.0 -0.1 0.0 1.02
C 0.133 4.801 -3.336 -2.2 -4.5 2.8 -0.43
H 7.011 2.262 -1.511 0.0 0.3 -0.5 0.12
H 1.941 7.606 2.770 -0.1 -0.4 -0.2 0.12
H 0.915 -5.422 -5.540 0.1 0.3 -0.4 0.05
H -0.743 -2.570 7.147 -0.3 -0.2 1.3 0.12
C -3.469 -7.341 0.911 1.3 2.0 0.2 -0.42
C 0.332 6.413 -4.948 -0.7 -1.4 -3.0 -0.17
C -3.672 -9.574 0.192 -2.1 0.7 0.4 -0.15
H 1.792 5.679 5.098 -0.3 -0.2 0.1 0.14
H 2.157 -1.642 6.576 0.1 -0.4 0.0 0.07
H -8.475 0.405 -0.144 -0.9 -0.3 0.2 0.11
H 8.011 0.169 -1.911 0.1 0.2 0.8 0.11

# 2
21
Properties=species:S:1:pos:R:3:forces:R:3:nbo_charge:R:1 method="wB97M-V/def2-TZVPD" charge=-1 smiles="CC(C)=C(C(=O)[O-])n1cccn1" homo_ev=-4.20 gap_ev=7.864 de_lowest_kj_mol=63.2
C -1.377 0.077 -0.031 3.0 1.1 -0.7 -0.04
H -2.823 -1.197 0.817 -1.0 -0.5 1.7 0.22
H -2.298 1.988 0.744 0.9 -0.8 -0.1 0.19
C 3.120 0.393 0.422 0.0 -0.7 0.5 -0.40
H 1.946 -1.358 1.010 -0.1 -1.7 0.6 0.25
C -0.223 -0.628 -0.290 -2.8 1.5 1.1 0.08
H -1.439 2.282 -0.717 0.4 -1.1 0.7 0.21
H 3.963 0.112 1.096 -0.3 1.2 -1.1 0.22
O -0.405 -2.668 -1.491 -0.9 -0.1 0.3 -0.75
C -0.283 -2.201 -0.341 2.7 1.1 -1.8 0.74
O 0.110 -2.741 0.695 -0.5 -0.5 1.1 -0.75
H -0.498 2.039 0.773 -0.2 -0.5 -0.2 0.22
C -2.635 -0.698 -0.077 0.4 -1.5 -4.3 -0.67
C -1.356 1.635 0.217 -1.7 0.4 -0.5 -0.64
C 2.096 -0.514 0.426 -0.3 1.7 -0.2 0.00
C 2.569 1.473 -0.342 2.5 1.2 1.0 -0.05
N 1.046 0.027 -0.211 -0.1 -0.3 -1.0 -0.20
N 1.356 1.268 -0.753 -1.2 -1.5 0.5 -0.27
H -3.448 -0.184 -0.600 -0.3 0.3 0.9 0.20
H 3.040 2.468 -0.470 -0.4 -0.8 -0.3 0.19
H -2.463 -1.574 -0.878 -0.2 1.6 1.8 0.25

# 3
101
Properties=species:S:1:pos:R:3:forces:R:3:lowdin_charge:R:1 method="wB97M-V/def2-TZVPD" charge=0 smiles="Cc1cc(CCCI)cc2c1C(=O)c1cc(CCC(F)(F)C(F)(F)S(F)(F)(F)(F)F)c(Br)cc1C2=O.COCCNCCOC.COCCNCCOC" homo_ev=-8.67 gap_ev=8.020 de_lowest_kj_mol=0.0
H 5.141 -4.607 -0.508 0.0 0.0 0.0 0.12
C -4.776 3.521 3.809 0.1 -0.1 0.1 -0.10
H -1.736 6.385 3.703 0.0 0.0 -0.1 0.12
O -3.363 3.429 3.823 -0.1 0.0 0.0 -0.18
O 2.527 -4.791 -0.018 0.1 0.0 0.1 -0.19
H -4.255 5.884 5.088 0.0 0.0 0.0 0.07
H 2.842 -4.818 2.042 0.0 0.1 0.1 0.08
F 1.651 2.346 -0.059 -0.3 0.2 -0.1 0.11
C -1.416 -2.831 -1.317 0.0 0.3 -0.3 -0.29
O 3.921 -2.328 3.628 0.1 -0.1 0.0 -0.19
H 2.151 0.657 2.370 0.2 0.1 0.1 0.13
H -0.211 -1.628 0.778 0.0 -0.1 0.1 0.13
C -4.335 7.145 3.502 0.0 -0.2 0.2 -0.22
C -1.448 -1.397 -0.938 0.0 0.7 0.2 -0.07
C 0.144 0.859 1.646 -0.1 -0.4 -0.2 -0.13
H -1.748 -4.273 -7.426 0.0 -0.2 0.0 0.12
H 2.680 -2.786 -0.513 0.0 -0.4 0.1 0.10
C -1.310 -3.313 -5.542 0.0 -0.3 -0.3 -0.23
F 3.524 1.767 0.860 0.2 -0.1 0.3 0.11
C 0.224 -3.366 -7.577 0.1 0.1 0.1 -0.31
N -3.618 6.489 4.588 0.0 0.0 -0.1 -0.05
C 4.817 -1.565 2.829 0.0 0.2 -0.1 -0.20
C -6.876 6.584 5.680 0.0 -0.1 -0.1 -0.12
H -5.500 8.398 4.824 0.0 -0.1 0.1 0.12
C 0.743 -1.962 -7.850 0.1 -0.2 -0.1 -0.63
C -2.106 -2.181 -3.579 0.3 -0.5 -0.2 -0.07
H -0.010 1.895 1.917 0.1 0.2 -0.1 0.08
H 5.373 -2.931 4.987 0.0 0.0 0.0 0.09
F 4.277 -0.365 -2.634 0.0 -0.1 -0.1 -0.13
F 3.094 -0.794 -0.506 0.0 0.6 -0.6 0.05
H 0.300 -3.921 -8.511 -0.1 0.0 -0.1 0.11
C 1.622 0.493 1.437 -0.3 0.3 0.0 -0.04
H -7.720 5.904 5.778 0.0 0.0 0.0 0.09
H 1.836 -3.470 1.441 0.1 0.1 0.0 0.08
C -2.169 -0.508 -1.740 0.3 0.2 0.5 -0.07
C 2.682 0.414 -0.891 -0.2 0.3 -0.6 -0.42
H -7.156 7.552 6.107 0.0 0.0 0.0 0.09
F 3.732 2.564 -1.577 0.1 0.3 0.0 -0.11
C -2.094 -2.320 -4.959 0.1 -0.3 0.2 0.02
C 2.092 -4.525 1.302 -0.1 -0.2 -0.1 -0.09
C -2.208 0.837 -1.406 0.1 0.1 0.2 -0.03
C -0.593 -4.087 -3.353 -0.3 0.1 -0.2 -0.17
H 0.591 -4.410 -1.640 0.3 -0.1 0.2 0.06
C -1.218 -3.403 -7.052 0.3 0.5 0.3 -0.15
H -1.986 5.327 5.083 0.1 0.0 0.0 0.12
C 3.210 -3.735 -0.669 -0.2 0.1 -0.2 -0.23
H 0.023 -4.977 -5.176 0.1 0.0 -0.2 0.12
H -2.653 -1.638 -5.580 -0.1 0.1 0.0 0.13
C -0.726 0.440 0.482 0.0 -0.1 -0.1 -0.23
N 5.070 -3.196 1.005 -0.1 0.0 0.0 -0.03
C -2.673 4.517 3.241 0.2 0.0 0.0 -0.26
H 0.913 -3.836 -6.879 0.0 -0.2 0.0 0.08
H 5.855 -1.733 3.129 0.0 -0.1 0.0 0.12
H -0.337 -5.792 -2.080 0.0 -0.2 0.0 0.10
H 4.897 -4.167 3.794 0.1 0.0 0.0 0.08
F 5.137 1.650 -3.023 0.0 0.0 -0.1 -0.10
C -5.651 7.723 3.978 0.0 0.1 -0.2 -0.22
Br -1.564 3.156 0.080 0.0 0.0 -0.1 0.86
H 3.560 -1.695 1.129 0.5 -0.2 0.5 0.08
F 2.950 1.316 -3.246 0.0 0.0 0.0 -0.14
H -5.140 4.044 2.922 0.0 0.1 0.0 0.09
O -3.887 -0.648 -3.364 -0.7 0.5 -0.4 0.15
H -4.558 6.459 2.675 0.0 0.1 -0.1 0.11
H -5.172 2.506 3.801 0.0 0.0 0.0 0.09
C -0.762 -0.925 0.169 -0.3 0.2 -0.3 0.05
H 1.199 -5.124 1.480 0.0 0.0 0.0 0.09
H -1.684 4.129 2.985 0.0 0.0 0.0 0.09
H 4.700 -3.858 1.674 0.0 0.0 0.0 0.07
C 4.537 -3.335 4.408 -0.1 0.0 0.0 -0.11
F 1.540 0.262 -1.567 -0.1 -0.1 -0.1 0.15
C -1.364 -3.064 -2.783 0.0 0.0 -0.2 -0.04
O -1.429 -3.694 -0.480 0.2 -0.6 0.4 0.14
F 5.085 0.882 -0.959 0.4 -0.1 0.3 -0.12
H -3.715 7.955 3.108 0.0 0.0 0.0 0.12
C 4.624 -1.854 1.356 -0.1 -0.4 0.3 -0.21
H 3.788 -3.717 5.098 0.0 0.0 0.0 0.09
H -0.177 0.264 2.500 0.0 0.0 0.2 0.13
H 5.201 -1.129 0.774 0.0 0.0 0.0 0.12
H 0.020 -1.368 -8.397 -0.1 0.2 0.1 0.04
C -1.478 1.308 -0.313 0.0 -0.5 -0.1 -0.57
H -6.035 6.173 6.249 0.0 0.1 0.1 0.08
H 1.673 -0.572 1.241 0.1 -0.1 -0.1 0.10
S 4.005 1.097 -2.082 -0.4 0.0 -0.3 0.76
H 1.648 -2.000 -8.443 0.2 0.0 0.0 0.03
C -2.456 5.706 4.172 -0.1 0.0 0.2 -0.20
H -2.772 1.543 -1.998 -0.1 -0.1 -0.1 0.12
H 1.116 -5.360 -3.029 0.0 -0.1 -0.1 0.09
H 4.585 -0.511 3.007 0.0 0.0 0.0 0.12
C -0.589 -4.200 -4.744 -0.3 0.4 0.6 0.01
H -3.144 4.805 2.294 -0.1 0.0 0.0 0.09
H -5.157 4.017 4.706 -0.1 0.1 -0.1 0.07
C -2.850 -1.067 -2.935 0.5 -0.2 0.1 -0.30
O -6.581 6.697 4.302 0.0 0.0 0.2 -0.19
H -6.087 8.304 3.160 0.0 0.0 0.0 0.12
H -1.710 -2.515 -7.447 -0.3 -0.1 -0.2 0.11
H 3.129 -3.957 -1.737 0.0 0.0 0.0 0.12
H 5.157 -2.939 -1.057 0.0 0.0 0.0 0.12
C 4.694 -3.624 -0.340 0.1 -0.1 0.2 -0.18
I 1.305 -0.898 -6.069 -0.1 0.0 -0.1 0.79
C 2.368 1.285 0.349 -0.1 -0.2 0.6 -0.45
C 0.251 -4.980 -2.496 -0.2 0.3 0.2 -0.02

# 4
65
Properties=species:S:1:pos:R:3:forces:R:3:nbo_charge:R:1 method="wB97M-V/def2-TZVPD" charge=+1 homo_ev=-10.24 gap_ev=4.734
C -0.399 1.624 5.895 -0.7 -0.3 -1.9 0.12
H -0.078 4.203 -2.216 -0.5 0.4 0.2 0.23
H -0.558 0.236 -1.597 0.1 -0.4 -0.1 0.43
H 2.463 -0.330 -2.891 -0.2 0.0 0.5 0.38
H 0.034 2.744 2.272 -0.1 -0.1 -0.2 0.29
H -2.262 2.757 7.093 0.4 0.3 0.4 0.24
C 3.674 -0.329 2.370 1.6 0.5 -0.2 0.07
H -3.994 -0.774 2.091 0.2 -0.3 0.1 0.23
H 5.087 -0.530 -0.080 0.6 -0.2 0.6 0.24
H -2.871 -2.256 1.847 -0.7 -0.1 0.3 0.23
H 3.939 -1.387 -0.832 -0.9 -0.5 0.4 0.27
H -0.174 1.144 -3.059 -0.3 -0.3 0.3 0.41
O -3.432 -1.693 -4.915 -3.2 2.1 -3.0 -0.62
C -2.402 -1.816 -4.351 0.6 1.2 0.0 0.66
H -1.619 -2.939 -2.910 0.1 -0.4 0.0 0.40
C 2.163 -2.891 -4.872 0.5 -0.7 -0.6 -0.72
H -0.688 1.394 6.911 0.5 -0.3 0.0 0.25
N 3.380 -0.506 1.041 -0.9 -1.4 1.8 -0.27
O -4.552 -0.778 -0.546 -1.1 1.0 1.8 -0.63
C 1.568 0.577 2.896 0.7 -0.2 -1.8 0.01
H -1.376 4.061 3.820 -0.2 0.0 0.2 0.26
N -3.060 -2.269 -0.681 2.0 -3.6 -1.5 -0.84
H 2.780 -3.664 -4.414 -0.2 -0.5 -0.2 0.24
C -3.211 -1.274 1.520 0.2 0.2 -1.4 -0.72
N -1.102 2.676 5.392 1.7 0.4 1.2 -0.25
C -0.127 2.380 3.276 0.3 0.3 0.9 -0.16
H -3.561 -2.572 -1.505 0.4 0.6 -0.1 0.40
C -0.910 3.141 4.142 0.6 -1.6 -0.9 0.09
H 4.695 -2.147 0.636 -0.2 0.2 0.0 0.25
C -1.238 -0.869 -4.526 0.4 -0.4 -0.7 -0.73
H 1.110 -3.168 -4.838 0.1 0.3 0.4 0.23
H 0.875 -0.023 5.477 0.3 0.0 -0.2 0.26
H -2.271 -0.723 1.552 -0.1 0.6 -0.1 0.21
C 2.149 -0.288 0.626 -1.6 1.7 1.0 0.22
C 4.301 -1.236 0.186 1.5 0.8 -1.2 -0.44
H -2.798 3.686 5.810 0.1 0.9 0.2 0.24
N 2.071 -1.232 -3.119 -1.3 1.3 3.0 -0.86
H -1.610 0.142 -4.690 0.0 -0.1 0.3 0.24
H 1.501 -1.734 -2.453 -0.5 -0.2 -0.1 0.43
N -0.504 1.107 -2.106 0.3 1.2 0.8 -0.81
C -3.668 -1.394 0.035 -1.5 2.3 0.8 0.67
H 2.468 -2.795 -5.914 0.0 -0.2 0.1 0.25
H -3.141 -3.483 -3.555 0.1 0.3 -0.2 0.40
C 0.582 1.248 3.765 0.0 1.3 -2.2 0.02
C -0.770 2.278 -1.467 -1.7 0.0 1.7 0.69
H 3.346 0.587 4.241 -0.3 -0.4 0.3 0.26
H -1.368 4.337 6.785 0.0 -0.2 -0.2 0.25
C -1.885 3.474 6.364 -1.5 -1.0 -0.7 -0.42
O -1.095 2.333 -0.224 1.5 -0.1 -3.3 -0.71
H 1.906 -0.547 -0.394 -0.3 0.0 0.0 0.27
C 2.884 0.262 3.321 -0.8 0.0 -1.4 -0.21
C 0.429 0.857 5.037 -1.4 0.4 3.7 -0.20
O 3.540 -1.004 -4.639 2.6 1.3 -1.8 -0.64
H -2.065 -2.432 -0.626 0.0 -0.4 0.3 0.41
H 4.699 -0.551 2.625 0.1 -0.2 -0.1 0.24
H -1.896 3.835 -2.454 0.3 0.4 0.2 0.26
H -0.813 -1.181 -5.480 0.1 0.1 -0.3 0.24
C 2.648 -1.662 -4.203 -0.9 -1.2 -1.3 0.66
Cl -0.045 -2.289 -0.924 0.8 0.3 0.1 -0.87
N -2.329 -2.887 -3.627 2.5 -2.9 3.1 -0.82
H -0.394 -0.945 -3.840 -0.4 0.0 0.3 0.22
H 0.224 0.565 1.295 0.0 -0.1 -0.9 0.28
C -0.863 3.486 -2.456 0.6 -1.4 0.7 -0.70
H -0.635 3.123 -3.458 -0.1 0.1 0.0 0.21
C 1.251 0.339 1.540 0.0 -0.7 0.7 -0.20

# 5
19
Properties=species:S:1:pos:R:3:forces:R:3:nbo_charge:R:1 method="wB97M-V/def2-TZVPD" charge=+1 homo_ev="-10.26 / -13.55" multiplicity=3 gap_ev="7.445 / 6.646" de_lowest_kj_mol=0.0
H 2.524 -1.602 -1.705 -0.1 -0.1 0.0 0.24
N -0.101 -1.123 0.236 1.2 -4.6 -0.7 -0.25
H -2.355 0.899 0.918 0.2 0.0 0.0 0.21
H 2.095 -0.077 -0.910 0.0 -0.1 -0.1 0.26
H -0.553 2.813 0.933 0.0 0.0 0.1 0.21
N 0.920 -1.712 -0.435 -1.3 0.9 0.0 -0.20
H -1.172 0.956 2.252 0.0 -0.1 -0.2 0.21
S 0.586 3.658 -0.980 0.2 0.5 -0.4 0.27
H 0.680 -2.654 -0.728 0.0 -0.1 0.4 0.41
C 1.699 -0.967 -1.392 0.8 0.3 -0.1 -0.45
C -1.546 0.345 1.415 0.2 0.6 0.1 -0.12
C -0.044 2.488 0.039 -0.4 -2.3 0.1 -0.32
H -0.652 -1.764 0.817 0.1 0.0 -0.2 0.46
C -0.417 0.138 0.421 0.1 5.7 -0.9 0.32
H -2.722 -0.804 2.472 0.0 -0.1 0.0 0.51
N 0.170 1.101 -0.276 -0.9 -0.3 1.7 -0.40
H 1.096 2.800 -1.872 0.0 0.0 -0.1 0.14
H 1.120 -0.669 -2.269 -0.1 0.0 0.1 0.24
O -1.983 -0.911 1.866 0.0 -0.3 0.0 -0.74

# 6
20
Properties=species:S:1:pos:R:3:forces:R:3:nbo_charge:R:1 method="wB97M-V/def2-TZVPD" charge=+1 homo_ev=-13.58 gap_ev=8.677 de_lowest_kj_mol=155.9
N 0.177 -2.221 0.261 -0.9 -0.6 -0.9 -0.48
C 1.927 -0.538 0.068 -2.9 -1.2 0.8 -0.33
N 3.091 1.295 -0.184 0.3 0.4 0.1 -0.20
N -1.957 -1.945 -0.384 -1.5 1.3 0.3 -0.73
H 4.257 -0.490 -0.346 -2.6 0.9 0.5 0.27
N 1.795 1.615 0.034 -0.8 3.5 0.6 -0.38
N -2.494 1.878 0.106 -1.6 2.3 -2.8 -1.09
H -1.669 0.512 0.395 -0.3 1.9 -0.5 0.43
C 1.050 0.536 0.239 -2.1 -2.4 -0.2 0.47
H -2.349 2.355 -0.879 -0.4 -1.6 2.1 0.39
N -0.830 -0.055 0.448 5.5 -1.4 -0.6 -0.54
H 1.617 2.667 0.171 0.1 -2.5 -0.4 0.46
H -3.546 1.865 0.180 1.5 0.3 0.2 0.40
C 1.386 -1.874 0.180 2.7 0.3 -1.4 0.24
H 2.170 -2.623 -0.052 -0.7 -0.2 1.0 0.21
H -2.058 -2.976 -0.586 0.4 1.9 0.7 0.47
C 3.195 -0.019 -0.158 2.2 0.0 -0.6 0.01
H -2.141 2.646 0.681 -0.4 -0.3 0.4 0.39
H -2.749 -1.294 -0.244 -0.1 -1.5 -0.9 0.41
C -0.871 -1.334 0.072 1.8 -1.0 1.4 0.62